(1)
{"formula": "C43H93F3N10O11PS3", "method": "wB97M-V/def2-TZVPD", "elements": ["C", "C", "C", "C", "N", "C", "C", "C", "C", "C", "C", "O", "C", "F", "F", "F", "C", "O", "C", "C", "P", "C", "O", "N", "S", "C", "S", "S", "C", "C", "C", "H", "H", "H", "H", "H", "H", "H", "H", "H", "H", "H", "H", "H", "H", "H", "H", "H", "H", "H", "H", "H", "H", "H", "H", "H", "H", "H", "H", "H", "H", "H", "H", "H", "H", "H", "H", "H", "C", "O", "N", "C", "C", "H", "H", "H", "H", "H", "H", "H", "C", "O", "N", "C", "C", "H", "H", "H", "H", "H", "H", "H", "C", "O", "N", "C", "C", "H", "H", "H", "H", "H", "H", "H", "C", "O", "N", "C", "C", "H", "H", "H", "H", "H", "H", "H", "C", "O", "N", "C", "C", "H", "H", "H", "H", "H", "H", "H", "C", "O", "N", "C", "C", "H", "H", "H", "H", "H", "H", "H", "C", "O", "N", "C", "C", "H", "H", "H", "H", "H", "H", "H", "C", "O", "N", "C", "C", "H", "H", "H", "H", "H", "H", "H"], "coordinates": [[-1.134, -4.573, -0.325], [-0.030, -4.205, -1.481], [1.501, -3.946, -0.895], [1.959, -2.472, -1.418], [1.974, -1.365, -0.408], [0.944, -1.479, 0.675], [0.510, 0.063, 1.159], [-1.142, 0.030, 1.376], [-1.836, 0.101, -0.090], [-2.762, 1.403, -0.425], [-2.316, 1.857, -1.974], [-2.850, 0.968, -3.016], [-1.825, 0.549, -3.983], [-2.569, -0.105, -5.124], [-0.923, -0.535, -3.452], [-1.070, 1.676, -4.611], [-2.521, 2.726, 0.500], [-3.351, 3.879, 0.122], [-4.776, 3.560, 0.220], [-5.221, 2.123, -0.468], [-5.958, 2.328, -2.247], [-6.063, 0.604, -3.147], [-4.919, 3.270, -3.279], [-4.222, 1.007, -0.319], [-4.621, 0.251, 1.249], [3.344, -0.973, 0.069], [4.039, -1.245, 1.592], [4.448, -0.097, -1.222], [5.552, 1.172, -0.399], [6.846, 1.394, -1.431], [6.546, 2.536, -2.591], [-1.632, -3.571, 0.055], [-0.709, -5.172, 0.587], [-2.033, -5.208, -0.788], [-0.464, -3.264, -2.066], [0.024, -5.069, -2.302], [1.612, -4.145, 0.251], [2.179, -4.766, -1.436], [3.076, -2.580, -1.826], [1.341, -2.074, -2.359], [1.273, -2.054, 1.642], [-0.069, -2.003, 0.324], [0.762, 0.769, 0.237], [1.098, 0.427, 2.102], [-1.525, 0.775, 2.186], [-1.353, -1.059, 1.818], [-2.451, -0.913, -0.234], [-0.949, -0.002, -0.884], [-2.575, 2.997, -2.195], [-1.125, 1.816, -2.059], [-2.742, 2.521, 1.649], [-1.394, 3.029, 0.419], [-5.393, 4.482, -0.157], [-5.026, 3.459, 1.383], [-6.173, 1.786, 0.175], [-5.245, 0.556, -3.998], [-5.939, -0.300, -2.413], [-7.129, 0.549, -3.627], [-5.064, 2.919, -4.227], [-4.346, 0.206, -1.008], [-3.716, 0.666, 2.237], [4.983, 2.206, -0.396], [5.880, 0.865, 0.684], [7.002, 0.374, -2.028], [7.852, 1.578, -0.838], [7.077, 2.166, -3.592], [7.029, 3.556, -2.282], [5.395, 2.629, -2.868], [-0.292, -1.816, 4.758], [-0.705, -0.833, 4.156], [0.940, -1.921, 5.368], [1.353, -3.123, 6.061], [1.851, -0.797, 5.315], [-0.903, -2.727, 4.859], [1.562, -2.874, 7.106], [2.259, -3.511, 5.587], [0.572, -3.888, 6.023], [1.373, 0.071, 5.779], [2.066, -0.562, 4.268], [2.782, -1.028, 5.839], [2.703, -6.007, -4.502], [1.768, -6.159, -3.726], [3.947, -6.590, -4.380], [5.002, -6.358, -5.344], [4.209, -7.461, -3.253], [2.614, -5.365, -5.393], [5.295, -7.315, -5.785], [5.858, -5.911, -4.830], [4.669, -5.684, -6.138], [3.501, -8.295, -3.276], [4.061, -6.899, -2.326], [5.231, -7.846, -3.292], [-8.374, 7.102, -0.160], [-8.954, 6.081, -0.508], [-7.426, 7.775, -0.900], [-6.785, 8.979, -0.414], [-7.057, 7.264, -2.204], [-8.578, 7.576, 0.814], [-6.994, 9.796, -1.111], [-5.706, 8.808, -0.360], [-7.156, 9.250, 0.578], [-7.948, 7.231, -2.838], [-6.667, 6.248, -2.091], [-6.298, 7.900, -2.668], [7.336, -6.974, -1.744], [6.770, -8.045, -1.924], [8.702, -6.792, -1.687], [9.293, -5.488, -1.470], [9.573, -7.937, -1.848], [6.769, -6.039, -1.610], [9.932, -5.244, -2.324], [9.895, -5.520, -0.557], [8.524, -4.718, -1.366], [9.384, -8.394, -2.824], [9.347, -8.669, -1.067], [10.622, -7.637, -1.779], [-3.279, -0.164, -10.150], [-3.773, -0.267, -11.266], [-3.160, 1.006, -9.432], [-2.561, 1.042, -8.115], [-3.649, 2.240, -10.012], [-2.875, -1.041, -9.617], [-3.298, 1.420, -7.401], [-1.695, 1.710, -8.138], [-2.237, 0.046, -7.802], [-4.718, 2.137, -10.220], [-3.123, 2.425, -10.953], [-3.486, 3.079, -9.329], [-0.593, 4.665, 4.172], [-0.316, 4.068, 3.139], [-1.821, 4.653, 4.798], [-2.066, 5.388, 6.021], [-2.901, 3.883, 4.217], [0.154, 5.281, 4.698], [-2.368, 4.684, 6.802], [-2.870, 6.109, 5.845], [-1.170, 5.922, 6.347], [-2.597, 2.833, 4.158], [-3.097, 4.251, 3.205], [-3.807, 3.970, 4.822], [-6.621, 3.631, 6.127], [-5.642, 4.019, 5.502], [-6.755, 2.392, 6.716], [-7.950, 2.011, 7.440], [-5.668, 1.441, 6.610], [-7.505, 4.275, 6.269], [-7.677, 1.772, 8.472], [-8.387, 1.130, 6.961], [-8.685, 2.820, 7.441], [-4.769, 1.876, 7.055], [-5.475, 1.238, 5.552], [-5.919, 0.509, 7.124], [6.578, -0.580, 4.461], [5.642, -0.731, 5.236], [7.821, -1.162, 4.583], [8.876, -0.930, 3.619], [8.083, -2.034, 5.710], [6.488, 0.063, 3.570], [9.169, -1.887, 3.178], [9.732, -0.484, 4.133], [8.543, -0.256, 2.825], [7.375, -2.868, 5.687], [7.935, -1.472, 6.637], [9.106, -2.418, 5.671]], "mulliken_charge": [-0.82, 0.03, 0.25, -0.63, 0.46, -0.19, -0.52, -0.32, -0.37, 0.97, -1.45, -0.28, 0.91, -0.25, -0.20, -0.23, 0.09, -0.38, -0.22, -0.18, 0.17, -0.79, -0.49, 0.01, -0.04, -0.23, -0.12, -0.12, -0.03, -0.40, -0.84, 0.08, 0.24, 0.30, -0.19, 0.38, 0.29, -0.31, 0.40, 0.03, 0.43, -0.50, 0.23, 0.37, -0.02, 0.21, -0.10, 0.07, 0.27, 0.57, -0.34, 0.42, 0.20, 0.15, 0.50, 0.12, 0.29, 0.38, 0.30, 0.73, 0.22, 0.27, -0.07, 0.22, 0.30, 0.26, 0.28, 0.24, 0.01, -0.61, 0.20, -0.92, -0.79, 0.37, 0.34, 0.33, 0.29, 0.28, 0.01, 0.48, 0.07, -0.60, 0.21, -0.85, -1.06, 0.32, 0.32, 0.29, 0.29, 0.31, 0.17, 0.51, 0.10, -0.58, 0.13, -0.90, -0.74, 0.30, 0.33, 0.32, 0.30, 0.30, 0.09, 0.37, 0.20, -0.65, 0.11, -0.91, -0.94, 0.27, 0.35, 0.34, 0.27, 0.29, 0.30, 0.38, 0.13, -0.57, 0.16, -0.96, -0.95, 0.27, 0.33, 0.34, 0.28, 0.30, 0.30, 0.37, -0.03, -0.52, 0.25, -0.87, -0.59, 0.25, 0.28, 0.30, 0.29, 0.08, 0.20, 0.39, 0.05, -0.59, 0.12, -0.91, -0.80, 0.26, 0.34, 0.33, 0.29, 0.26, 0.19, 0.37, 0.20, -0.64, 0.12, -0.87, -0.93, 0.25, 0.34, 0.34, 0.23, 0.29, 0.29, 0.37], "gap_ev": 7.1, "total_charge": 1, "lumo_energy_ev": -3.0}

(2)
{"formula": "C5H4ClF3O2", "method": "wB97M-V/def2-TZVPD", "elements": ["O", "F", "F", "F", "Cl", "O", "C", "C", "C", "C", "C", "H", "H", "H", "H"], "coordinates": [[0.604, -0.277, 1.661], [2.767, 1.029, -2.388], [0.877, 2.019, -1.815], [0.804, 0.333, -3.220], [-2.907, -1.052, 0.084], [-0.040, -0.230, -0.532], [-0.269, -0.339, 0.793], [-2.099, -0.295, 2.546], [-1.668, -0.560, 1.231], [1.425, 0.818, -2.120], [1.347, -0.115, -0.939], [-3.128, -0.429, 2.798], [-1.416, -0.034, 3.308], [1.729, -1.098, -1.297], [1.973, 0.230, -0.111]], "mulliken_charge": [-0.58, -0.26, -0.25, -0.24, -0.18, -0.26, 0.73, -0.74, 0.25, 0.94, -0.68, 0.29, 0.31, 0.28, 0.38], "gap_ev": 9.7, "total_charge": 0, "lumo_energy_ev": -0.4, "relative_energy_ev": 0.000, "smiles": "C=C(Cl)C(=O)OCC(F)(F)F"}

(3)
{"formula": "C4H3NS2", "method": "wB97M-V/def2-TZVPD", "elements": ["C", "C", "C", "C", "N", "S", "S", "H", "H", "H"], "coordinates": [[1.127, -0.053, 0.030], [0.421, 1.241, -0.087], [0.337, -1.210, -0.015], [-0.877, 1.338, 0.145], [-0.987, -1.129, -0.111], [-2.183, 2.312, -0.046], [-1.855, -2.526, -0.016], [2.271, -0.201, -0.101], [0.817, 2.340, -0.027], [0.928, -2.112, 0.227]], "mulliken_charge": [-0.58, -0.15, -0.09, -0.20, -0.41, -0.51, -0.87, 0.18, 0.24, 0.39], "gap_ev": [3.5, 3.5], "total_charge": -2, "lumo_energy_ev": [5.8, 5.7], "relative_energy_ev": 0.294}

(4)
{"formula": "C6H7ClN2O2S", "method": "wB97M-V/def2-TZVPD", "elements": ["C", "C", "C", "C", "C", "C", "N", "N", "O", "O", "S", "Cl", "H", "H", "H", "H", "H", "H", "H"], "coordinates": [[0.599, -1.233, -1.430], [1.238, -1.529, -0.254], [0.168, 0.645, -0.388], [1.950, -2.772, 0.057], [-2.799, 1.760, -0.053], [-0.985, 3.140, 0.304], [0.004, -0.020, -1.466], [2.441, -2.864, 1.319], [2.063, -3.671, -0.754], [-2.069, 2.596, 0.823], [1.073, -0.178, 0.843], [0.111, 3.857, 1.347], [0.539, -1.891, -2.279], [-3.135, 2.306, -0.940], [-3.650, 1.377, 0.511], [-2.131, 0.942, -0.377], [-0.863, 3.267, -0.762], [2.440, -2.071, 1.938], [3.005, -3.661, 1.559]], "mulliken_charge": [-0.47, 0.51, -0.07, 0.35, -0.50, 0.12, -0.48, -0.35, -0.63, -0.25, -0.27, -0.06, 0.46, 0.31, 0.24, 0.27, 0.43, 0.16, 0.22], "gap_ev": [6.6, 6.6], "total_charge": 0, "lumo_energy_ev": [-1.2, -1.2], "relative_energy_ev": 2.926}

(5)
{"formula": "C21H23NO5S", "method": "wB97M-V/def2-TZVPD", "elements": ["C", "N", "C", "O", "C", "H", "H", "O", "C", "O", "C", "C", "C", "C", "C", "C", "C", "C", "C", "C", "C", "C", "C", "H", "H", "H", "H", "H", "H", "H", "H", "H", "H", "H", "C", "C", "H", "H", "S", "O", "O", "C", "C", "H", "H", "H", "H", "H", "H", "H", "H"], "coordinates": [[2.226, -2.411, 0.529], [2.191, -1.636, 1.749], [2.653, -0.364, 1.862], [2.769, 0.191, 2.936], [3.064, 0.361, 0.577], [4.027, 0.005, 0.205], [3.150, 1.420, 0.844], [2.145, 0.203, -0.497], [0.848, 0.420, -0.195], [0.516, 0.759, 0.919], [-0.048, 0.148, -1.335], [0.427, -0.685, -2.352], [-0.378, -1.049, -3.409], [-1.680, -0.579, -3.469], [-2.154, 0.255, -2.476], [-1.362, 0.630, -1.396], [-1.940, 1.607, -0.409], [-1.838, 2.991, -1.000], [-0.604, 3.627, -1.070], [-0.488, 4.883, -1.637], [-1.607, 5.520, -2.148], [-2.840, 4.895, -2.083], [-2.953, 3.637, -1.515], [-3.921, 3.159, -1.465], [-3.717, 5.388, -2.476], [-1.518, 6.500, -2.592], [0.476, 5.367, -1.682], [0.269, 3.134, -0.667], [-2.987, 1.358, -0.228], [-1.400, 1.564, 0.534], [-3.167, 0.626, -2.530], [-2.324, -0.863, -4.289], [0.003, -1.700, -4.182], [1.439, -1.055, -2.296], [1.449, -2.116, 2.914], [0.045, -1.529, 2.928], [-0.413, -1.568, 3.911], [0.007, -0.522, 2.523], [-0.897, -2.661, 1.867], [-0.827, -2.273, 0.481], [-2.207, -2.895, 2.406], [0.166, -4.136, 2.136], [1.299, -3.642, 3.020], [2.243, -4.138, 2.794], [1.061, -3.859, 4.063], [0.485, -4.489, 1.162], [-0.451, -4.888, 2.616], [2.010, -1.745, 3.782], [1.247, -2.441, 0.045], [2.557, -3.425, 0.755], [2.949, -1.982, -0.160]], "mulliken_charge": [-1.07, 0.24, 0.95, -0.67, -0.94, 0.38, 0.38, -0.33, 1.03, -0.73, 0.52, -0.64, -0.95, -0.73, -0.75, 0.98, -1.56, 0.66, -0.08, -0.77, -0.41, -0.59, -0.42, 0.36, 0.38, 0.37, 0.41, 0.36, 0.63, 0.28, 0.43, 0.41, 0.42, 0.50, -0.26, -0.62, 0.41, 0.30, 1.08, -0.57, -0.78, -0.75, -1.20, 0.41, 0.49, 0.35, 0.49, 0.56, 0.30, 0.37, 0.37], "gap_ev": 9.3, "total_charge": 0, "lumo_energy_ev": 0.4, "relative_energy_ev": 0.299, "smiles": "CN(C(=O)COC(=O)c1ccccc1Cc1ccccc1)[C@@H]1CCS(=O)(=O)C1"}